Computed, not measured: C56H30Cl5F15GeNO5P2RuS as an isolated structure in a non-equilibrium geometry, with wB97M-V/def2-TZVPD.

## Properties
ΔE to the lowest compared entry with this formula, charge and spin = 0.0000 eV
Lowest unoccupied orbital energy (spin up / spin down) = -0.4 / -0.6 eV
Spin multiplicity = 2
HOMO-LUMO gap (spin up / spin down) = 7.4 / 7.2 eV
Energy = -9634.7307 hartree

Geometry (Å):
Ru 0.514 -0.258 -0.758
Cl 3.595 4.709 -5.134
C 3.212 3.513 -3.951
C 2.097 2.696 -4.109
Cl 1.075 2.859 -5.484
C 1.804 1.748 -3.144
Cl 0.432 0.714 -3.288
C 2.550 1.582 -1.970
O 2.235 0.745 -1.031
C 3.685 2.411 -1.847
Cl 4.663 2.222 -0.436
C 4.007 3.350 -2.816
Cl 5.394 4.351 -2.601
O 0.595 0.984 1.233
P -0.156 1.840 2.217
C -1.780 2.260 1.574
P -1.681 2.681 -0.181
O -1.034 1.573 -0.967
C -0.819 4.254 -0.262
C -1.366 5.401 0.318
C -0.692 6.606 0.240
C 0.532 6.673 -0.419
C 1.083 5.538 -0.988
C 0.404 4.327 -0.910
C -3.368 3.004 -0.712
C -4.384 2.134 -0.311
C -5.679 2.330 -0.764
C -5.966 3.384 -1.620
C -4.956 4.238 -2.037
C -3.659 4.049 -1.587
C 0.742 3.339 2.593
C 0.187 4.393 3.319
C 0.934 5.533 3.558
C 2.231 5.626 3.064
C 2.782 4.582 2.339
C 2.040 3.433 2.102
C -0.450 0.938 3.743
C -0.958 -0.357 3.602
C -1.229 -1.119 4.726
C -1.000 -0.594 5.991
C -0.485 0.685 6.135
C -0.207 1.454 5.013
H -2.276 3.040 2.154
H -2.345 1.323 1.627
H -2.325 5.353 0.823
H -1.117 7.494 0.688
H 1.058 7.617 -0.484
H 2.040 5.591 -1.490
H 0.819 3.430 -1.343
H -4.162 1.293 0.335
H -6.464 1.653 -0.454
H -6.979 3.534 -1.971
H -5.176 5.049 -2.718
H -2.873 4.711 -1.927
H -0.828 4.327 3.697
H 0.507 6.351 4.123
H 2.808 6.524 3.241
H 3.787 4.659 1.944
H 2.450 2.614 1.525
H -1.161 -0.754 2.613
H -1.627 -2.119 4.613
H -1.225 -1.186 6.869
H -0.294 1.085 7.122
H 0.219 2.442 5.129
F 0.910 -6.135 -3.864
C -0.017 -5.316 -4.382
C -0.612 -4.337 -3.610
C -1.515 -3.505 -4.252
F -2.059 -2.478 -3.583
C -1.868 -3.663 -5.578
F -2.755 -2.855 -6.158
C -1.273 -4.676 -6.312
F -1.589 -4.843 -7.593
C -0.339 -5.504 -5.716
F 0.245 -6.466 -6.432
Ge -0.156 -3.905 -1.754
S 1.057 -2.106 -2.023
C -1.728 -4.015 -0.584
C -1.469 -3.832 0.768
F -0.225 -3.514 1.175
C -2.436 -3.941 1.743
F -2.146 -3.728 3.029
C -3.727 -4.279 1.369
F -4.677 -4.400 2.292
C -4.020 -4.496 0.038
F -5.260 -4.829 -0.320
C -3.020 -4.370 -0.917
F -3.364 -4.638 -2.180
C 0.824 -5.449 -1.007
C 2.038 -5.388 -0.349
F 2.662 -4.214 -0.160
C 2.665 -6.509 0.167
F 3.836 -6.410 0.795
C 2.056 -7.744 0.037
F 2.643 -8.831 0.530
C 0.833 -7.845 -0.602
F 0.242 -9.034 -0.721
C 0.245 -6.702 -1.110
F -0.932 -6.842 -1.741
O -2.840 -0.344 0.887
C -2.353 -0.952 -0.053
O -1.118 -1.301 -0.183
H -3.004 -1.249 -0.899
N 1.532 -1.326 0.696
C 2.897 -1.033 1.054
C 3.175 -0.397 2.251
C 4.496 -0.173 2.615
C 5.527 -0.585 1.786
C 5.234 -1.210 0.580
C 3.919 -1.433 0.208
H 0.898 -1.188 1.477
H 1.467 -2.267 0.314
H 2.364 -0.083 2.895
H 4.714 0.314 3.557
H 6.556 -0.420 2.076
H 6.034 -1.516 -0.081
H 3.677 -1.904 -0.736